1.
A structure of composition C27H39ClIN7O3RhS, computed with ωB97M-V/def2-TZVPD.

Last column: Löwdin charge in e.
Element x y z (Å)
Rh1 -2.356 0.034 2.396  0.762
C1 4.605 2.067 -0.938  -0.023
C2 3.118 1.902 -1.279  -0.519
C3 2.871 2.463 -2.690  -0.029
C4 2.298 2.747 -0.297  -0.044
C5 2.701 0.403 -1.235  -0.415
O1 1.359 0.256 -1.735  -0.033
C6 3.689 -0.483 -2.031  -0.102
C7 3.095 -1.731 -2.698  -0.115
C8 2.575 -2.806 -1.776  -0.241
C9 3.441 -3.492 -0.929  -0.025
C10 2.989 -4.499 -0.090  -0.074
C11 1.645 -4.839 -0.113  -0.656
Cl1 1.087 -6.142 0.886  0.724
C12 0.762 -4.188 -0.956  -0.118
C13 1.233 -3.167 -1.774  -0.046
C14 2.655 -0.190 0.185  0.001
N1 1.471 0.160 0.982  -0.054
C15 0.217 -0.168 0.752  -0.090
N2 -0.536 0.358 1.723  -0.057
C16 0.359 0.990 2.554  -0.139
N3 1.579 0.875 2.121  0.164
H1 4.824 3.124 -0.785  0.102
H2 5.256 1.715 -1.737  0.095
H3 4.886 1.548 -0.021  0.089
H4 3.369 3.427 -2.786  0.105
H5 1.809 2.643 -2.877  0.082
H6 3.263 1.827 -3.484  0.092
H7 2.460 3.803 -0.517  0.098
H8 2.605 2.587 0.737  0.075
H9 1.226 2.550 -0.391  0.075
H10 1.341 0.630 -2.623  0.093
H11 4.513 -0.765 -1.370  0.133
H12 4.151 0.111 -2.818  0.114
H13 3.872 -2.160 -3.333  0.137
H14 2.292 -1.432 -3.374  0.113
H15 4.499 -3.257 -0.935  0.132
H16 3.675 -5.038 0.547  0.119
H17 -0.266 -4.519 -1.028  0.104
H18 0.552 -2.679 -2.462  0.106
H19 3.510 0.128 0.776  0.144
H20 2.662 -1.275 0.117  0.124
H21 -0.103 -0.714 -0.117  0.136
H22 0.084 1.526 3.446  0.129
N4 -3.861 5.340 3.082  0.211
C17 -3.072 4.174 3.599  -0.015
C18 -3.096 3.077 2.525  -0.586
O2 -3.686 3.323 1.478  0.038
O3 -2.475 2.022 2.855  -0.168
H23 -4.700 5.527 3.636  0.184
H24 -4.150 5.074 2.119  0.156
H25 -3.318 6.205 3.046  0.183
H26 -3.516 3.817 4.526  0.148
H27 -2.050 4.484 3.801  0.149
C19 -2.864 -1.260 -2.516  -0.006
N5 -2.793 0.121 -2.065  -0.125
C20 -2.578 1.211 -3.036  -0.054
C21 -2.573 2.475 -2.153  -0.066
N6 -2.904 1.929 -0.830  0.074
C22 -2.992 0.617 -0.859  -0.645
S1 -3.456 -0.400 0.493  0.825
H28 -3.686 -1.373 -3.222  0.115
H29 -3.028 -1.921 -1.669  0.063
H30 -1.931 -1.524 -3.015  0.098
H31 -3.383 1.207 -3.770  0.142
H32 -1.633 1.051 -3.554  0.133
H33 -3.332 3.191 -2.460  0.135
H34 -1.605 2.972 -2.130  0.125
H35 -3.100 2.476 0.009  0.092
I1 -3.827 -0.923 4.699  1.154
C23 -2.859 -2.450 3.639  -0.715
C24 -2.933 -3.779 3.976  -0.059
C25 -2.311 -4.685 3.124  0.025
C26 -1.666 -4.224 1.985  -0.009
C27 -1.634 -2.870 1.729  -0.099
N7 -2.215 -1.988 2.560  -0.195
H36 -3.463 -4.099 4.861  0.128
H37 -2.339 -5.743 3.347  0.143
H38 -1.175 -4.910 1.311  0.061
H39 -1.134 -2.470 0.860  0.091

Summary:
strongest force on any atom	0.78	eV/Å
energy relative to the best compared isomer or geometry (same formula, charge and spin)	0.0	kJ/mol
LUMO energy	-10.333	eV
net charge	+3
DFT total energy	-2927.0438	Ha



2.
A structure of composition F2PSc in a non-equilibrium geometry, computed with ωB97M-V/def2-TZVPD.

Last column: natural (NBO) charge in e.
Element x y z (Å)
F1 0.449 -0.181 1.631  -0.503
P1 -0.203 -0.882 0.297  1.176
F2 1.038 0.057 -1.019  -0.632
Sc1 -0.643 1.223 -1.126  1.959

Summary:
strongest force on any atom	3.47	eV/Å
LUMO energy (spin up / spin down)	-12.333 / -12.906	eV
net charge	+2
DFT total energy	-1301.0294	Ha



3.
An isolated molecule of C4H6N2O in a non-equilibrium geometry, computed with ωB97M-V/def2-TZVPD.

Last column: natural (NBO) charge in e.
Element x y z (Å)
H1 2.812 -1.077 0.772  0.362
N1 1.937 -1.247 0.280  -0.608
C1 1.439 -0.167 -0.147  0.475
C2 2.004 1.165 0.087  0.187
N2 2.399 2.216 0.362  -0.262
O1 0.296 -0.078 -0.835  -0.501
C3 -0.883 -0.704 -0.293  -0.066
C4 -1.855 0.423 0.002  -0.629
H2 -1.264 -1.399 -1.045  0.193
H3 -0.611 -1.280 0.598  0.197
H4 -2.033 1.008 -0.905  0.220
H5 -2.814 0.048 0.369  0.217
H6 -1.429 1.094 0.756  0.214

Summary:
strongest force on any atom	1.11	eV/Å
energy relative to the best compared isomer or geometry (same formula, charge and spin)	171.0	kJ/mol
LUMO energy	0.353	eV
SMILES	[H]/N=C(\C#N)OCC
DFT total energy	-340.7298	Ha



4.
A cluster of 7 separate species, C16H48N2O11 in total in a non-equilibrium geometry, computed with ωB97M-V/def2-TZVPD.

Last column: Löwdin charge in e.
Element x y z (Å)
C1 3.144 0.204 0.701  -0.104
O1 2.504 0.731 1.842  -0.218
C2 3.131 1.799 2.510  -0.208
C3 2.269 2.319 3.707  -0.241
N1 1.205 3.140 3.259  -0.056
C4 0.158 3.456 4.283  -0.185
C5 -0.846 4.466 3.833  -0.196
O2 -2.092 3.740 3.647  -0.198
C6 -3.320 4.455 3.662  -0.122
H1 2.630 -0.719 0.434  0.086
H2 4.227 0.121 0.787  0.086
H3 3.031 0.911 -0.121  0.081
H4 3.529 2.563 1.841  0.124
H5 4.047 1.374 2.920  0.114
H6 2.963 2.925 4.289  0.116
H7 1.976 1.448 4.293  0.121
H8 0.889 2.453 2.590  0.090
H9 0.557 3.746 5.255  0.116
H10 -0.307 2.514 4.573  0.119
H11 -0.579 4.791 2.828  0.116
H12 -0.833 5.360 4.456  0.119
H13 -3.443 4.926 4.637  0.075
H14 -4.133 3.729 3.618  0.085
H15 -3.528 5.283 2.985  0.079
C7 -7.050 -1.521 4.604  -0.110
O3 -6.017 -2.055 3.753  -0.189
C8 -6.530 -2.343 2.419  -0.220
C9 -5.419 -2.777 1.516  -0.193
N2 -4.550 -1.638 1.092  -0.037
C10 -3.356 -2.087 0.526  -0.303
C11 -2.252 -1.210 0.089  -0.238
O4 -1.650 -0.874 1.328  -0.169
C12 -0.488 -0.039 1.069  -0.075
H16 -7.339 -0.561 4.175  0.076
H17 -6.790 -1.154 5.597  0.082
H18 -7.937 -2.155 4.636  0.083
H19 -7.218 -1.557 2.107  0.118
H20 -7.268 -3.145 2.454  0.112
H21 -5.885 -3.305 0.684  0.118
H22 -4.848 -3.609 1.929  0.118
H23 -4.194 -1.227 1.943  0.109
H24 -3.697 -2.555 -0.397  0.121
H25 -2.963 -2.927 1.099  0.124
H26 -2.610 -0.350 -0.477  0.126
H27 -1.635 -1.760 -0.622  0.123
H28 -0.867 0.833 0.536  0.079
H29 0.198 -0.493 0.353  0.064
H30 0.085 0.196 1.966  0.075
O5 5.171 -0.345 -1.675  -0.053
C13 6.098 -1.177 -2.237  -0.281
C14 6.325 -2.572 -1.633  -0.246
O6 5.719 -3.558 -2.367  -0.092
H31 4.279 -0.626 -1.894  0.052
H32 6.083 -1.153 -3.326  0.119
H33 7.029 -0.612 -2.287  0.108
H34 5.662 -2.703 -0.778  0.119
H35 7.361 -2.885 -1.501  0.120
H36 4.769 -3.541 -2.231  0.022
O7 -0.154 -0.529 -8.164  -0.079
C15 1.268 -0.415 -7.993  -0.224
C16 1.784 0.410 -6.778  -0.200
O8 1.004 -0.162 -5.764  -0.087
H37 -0.285 -1.154 -8.881  0.092
H38 1.499 -1.463 -7.799  0.117
H39 1.742 -0.181 -8.946  0.114
H40 1.421 1.437 -6.764  0.115
H41 2.869 0.415 -6.675  0.127
H42 0.180 -0.419 -6.183  0.073
O9 0.014 1.152 -2.180  -0.041
H43 -0.678 1.801 -2.305  0.052
H44 0.814 1.670 -2.083  0.046
O10 2.051 -0.658 -2.879  -0.037
H45 1.404 -0.437 -2.209  0.016
H46 1.712 -0.261 -3.681  0.020
O11 3.029 -3.222 -1.915  -0.029
H47 2.277 -3.793 -1.760  0.060
H48 2.657 -2.439 -2.320  0.003

Summary:
strongest force on any atom	4.54	eV/Å
LUMO energy	0.211	eV
SMILES	COCCNCCOC.COCCNCCOC.OCCO.OCCO.O.O.O
DFT total energy	-1575.3063	Ha



5.
A structure of composition C38H44BBaF2IN5O3P2S in a non-equilibrium geometry, computed with ωB97M-V/def2-TZVPD.

Last column: Löwdin charge in e.
Element x y z (Å)
Ba1 -2.034 -0.355 -0.224  1.520
C1 -3.999 2.721 -1.338  -0.032
C2 -2.865 2.925 -0.379  -0.592
O1 -1.715 2.598 -0.640  -0.120
N1 -3.196 3.568 0.757  0.084
C3 -2.271 3.808 1.844  -0.123
C4 -2.617 2.942 3.028  -0.291
C5 -2.997 3.493 4.246  -0.034
C6 -3.420 2.641 5.252  -0.075
C7 -3.471 1.280 5.001  -0.048
C8 -3.039 0.824 3.763  -0.167
N2 -2.610 1.634 2.812  0.108
H1 -3.905 1.753 -1.823  0.055
H2 -3.952 3.490 -2.107  0.093
H3 -4.960 2.762 -0.839  0.046
H4 -4.175 3.604 1.003  0.140
H5 -2.313 4.866 2.126  0.120
H6 -1.269 3.568 1.477  0.068
H7 -2.961 4.563 4.395  0.102
H8 -3.720 3.037 6.212  0.100
H9 -3.839 0.593 5.746  0.103
H10 -3.051 -0.225 3.504  0.072
N3 -0.812 0.447 -2.631  -0.091
C9 -1.491 0.419 -3.916  -0.257
C10 -2.260 -0.891 -4.052  -0.099
C11 -3.452 -0.832 -3.070  -0.707
O2 -4.555 -0.521 -3.506  0.018
O3 -3.164 -1.062 -1.860  -0.556
H11 -0.469 1.381 -2.428  0.053
H12 -0.017 -0.190 -2.676  0.014
H13 -0.793 0.544 -4.767  0.111
H14 -2.203 1.248 -3.961  0.120
H15 -1.622 -1.734 -3.777  0.112
H16 -2.632 -1.010 -5.069  0.113
C12 2.007 -0.434 0.081  -0.358
C13 0.708 0.336 0.313  -0.508
P1 0.802 2.175 0.467  1.119
C14 1.963 2.226 1.897  -0.357
C15 1.352 2.297 3.146  -0.094
C16 2.107 2.335 4.303  -0.085
C17 3.490 2.307 4.223  -0.098
C18 4.107 2.238 2.984  -0.089
C19 3.351 2.201 1.827  -0.097
C20 1.952 2.660 -0.875  -0.363
C21 2.528 3.926 -0.758  -0.113
C22 3.314 4.449 -1.764  -0.089
C23 3.535 3.722 -2.923  -0.095
C24 2.951 2.475 -3.064  -0.081
C25 2.160 1.954 -2.055  -0.105
P2 1.724 -1.741 -1.227  1.100
C26 1.170 -3.227 -0.304  -0.394
C27 1.102 -3.355 1.078  -0.117
C28 0.686 -4.545 1.648  -0.081
C29 0.319 -5.613 0.850  -0.075
C30 0.360 -5.488 -0.529  -0.085
C31 0.795 -4.309 -1.101  -0.108
C32 3.496 -2.212 -1.465  -0.359
C33 4.151 -3.185 -0.719  -0.076
C34 5.470 -3.499 -0.986  -0.087
C35 6.156 -2.854 -2.001  -0.100
C36 5.508 -1.894 -2.759  -0.096
C37 4.189 -1.580 -2.494  -0.113
H17 2.404 -0.860 1.006  0.088
H18 2.791 0.216 -0.323  0.060
H19 0.231 0.007 1.235  0.037
H20 0.019 0.168 -0.499  -0.126
H21 0.270 2.319 3.204  0.088
H22 1.619 2.386 5.266  0.102
H23 4.087 2.341 5.123  0.097
H24 5.186 2.206 2.919  0.099
H25 3.846 2.155 0.866  0.102
H26 2.356 4.497 0.146  0.108
H27 3.751 5.433 -1.654  0.100
H28 4.160 4.121 -3.708  0.098
H29 3.109 1.904 -3.968  0.102
H30 1.716 0.980 -2.197  0.059
H31 1.379 -2.539 1.728  0.095
H32 0.633 -4.631 2.722  0.111
H33 -0.012 -6.534 1.304  0.102
H34 0.042 -6.303 -1.162  0.100
H35 0.847 -4.224 -2.180  0.103
H36 3.622 -3.702 0.069  0.101
H37 5.965 -4.257 -0.398  0.100
H38 7.189 -3.099 -2.199  0.097
H39 6.032 -1.399 -3.563  0.098
H40 3.684 -0.838 -3.099  0.088
F1 -0.759 -1.543 2.792  -0.003
B1 -1.683 -1.980 1.861  -0.809
F2 -2.112 -3.159 2.400  0.031
I1 -5.178 0.039 0.887  -0.089
N4 -5.133 -3.188 -1.842  0.092
C38 -4.172 -3.951 -1.291  -1.039
N5 -4.063 -3.926 0.056  0.097
S1 -3.289 -5.025 -2.193  0.507
H41 -5.405 -2.347 -1.347  0.055
H42 -5.112 -3.086 -2.846  0.079
H43 -4.397 -3.102 0.537  0.044
H44 -3.227 -4.335 0.446  0.068

Summary:
strongest force on any atom	3.39	eV/Å
energy relative to the best compared isomer or geometry (same formula, charge and spin)	283.7	kJ/mol
LUMO energy	2.053	eV
net charge	-1
DFT total energy	-3602.8959	Ha